The following is a DFT calculation (ωB97M-V with the def2-TZVPD basis set) of a molecular structure, C15H15NTc in a non-equilibrium geometry.

Geometry as XYZ:
```
32
Properties=species:S:1:pos:R:3:forces:R:3
C -0.305521 -1.926585 -0.728005 0.273 -0.804 0.924
C -1.205939 -1.447724 0.281200 0.068 -0.950 0.976
C -0.467619 -1.115903 1.446733 -0.581 -0.538 -0.791
C 0.905659 -1.392033 1.198726 0.212 -1.449 -0.862
C 1.017831 -1.929707 -0.135843 -0.776 -1.060 1.494
Tc 0.387451 0.110565 -0.586182 3.904 0.726 0.174
N 2.084957 0.097223 -1.383547 -2.208 0.778 -1.245
C -1.197365 0.914358 -1.600741 0.851 1.148 -2.519
C -2.135328 1.072463 -0.586618 -1.601 0.296 0.320
H -0.897286 -0.786324 2.390266 0.193 0.179 -0.392
H -2.288126 -1.427312 0.204848 0.439 0.094 -0.076
H 1.705694 -1.348380 1.931047 -0.124 0.302 -0.339
H 1.921543 -2.275296 -0.602246 0.024 0.052 -0.025
H -0.574205 -2.290585 -1.706432 0.003 -0.096 0.017
H -2.923027 0.336179 -0.407728 0.382 0.465 -0.110
H -0.684124 1.827074 -2.022893 -0.864 -0.701 0.336
H 1.964073 0.479419 -2.374702 0.322 -0.289 1.177
H -2.152270 1.971294 0.014685 0.015 -0.026 -0.050
H -1.290499 0.121335 -2.380164 -0.508 0.642 0.449
C 0.822435 1.526605 0.723364 1.630 3.024 2.222
C 1.461619 2.290793 1.481922 -1.125 -1.943 -1.347
C 2.263222 3.170609 2.283346 0.586 0.825 0.854
C 3.679771 3.050776 2.435682 -0.548 0.098 -0.388
C 4.432460 4.085729 3.000809 -0.430 -0.008 0.157
C 3.794667 5.219644 3.523944 -0.218 -0.222 -0.207
C 2.396280 5.296163 3.504975 0.239 -0.297 -0.002
C 1.644223 4.271190 2.925798 0.170 -0.003 -0.307
H 4.182392 2.147490 2.082553 -0.191 0.360 -0.117
H 5.524941 4.021566 3.031197 -0.453 -0.105 0.034
H 4.383016 6.032739 3.950691 -0.158 -0.226 -0.125
H 1.889966 6.165812 3.930778 0.152 -0.332 -0.088
H 0.554094 4.325895 2.931806 0.321 0.059 -0.147
```
Forces are in eV/Å.

**E_LUMO (spin up / spin down)**: -0.1 / -0.9 eV
**Frontier orbital gap (spin up / spin down)**: 6.19 / 7.12 eV
**E_HOMO (spin up / spin down)**: -6.3 / -8.1 eV
**Multiplicity**: 4